{
  "formula": "C38H32N4P2S2TeTi",
  "method": "ωB97M-V with the def2-TZVPD basis set",
  "species": ["Ti", "C", "S", "C", "S", "N", "N", "C", "C", "C", "C", "C", "C", "N", "H", "H", "H", "H", "H", "H", "H", "H", "Te", "C", "C", "C", "N", "C", "C", "C", "P", "C", "C", "C", "C", "C", "C", "C", "C", "C", "C", "C", "C", "P", "C", "C", "C", "C", "C", "C", "C", "C", "C", "C", "C", "C", "H", "H", "H", "H", "H", "H", "H", "H", "H", "H", "H", "H", "H", "H", "H", "H", "H", "H", "H", "H", "H", "H", "H", "H"],
  "coordinates": [[-0.391, -0.282, -0.154], [-5.104, -2.203, -2.425], [-3.654, -3.248, -2.117], [-2.686, -2.027, -1.245], [-1.660, -0.953, -2.155], [-2.843, -1.980, 0.032], [-2.028, -1.002, 0.615], [-2.551, -0.391, 1.694], [-1.758, 0.599, 2.227], [-2.092, 1.359, 3.383], [-1.227, 2.278, 3.860], [0.021, 2.461, 3.198], [0.294, 1.746, 2.088], [-0.572, 0.821, 1.541], [-5.762, -2.762, -3.089], [-4.796, -1.281, -2.914], [-5.617, -1.987, -1.491], [-3.530, -0.654, 2.060], [-3.046, 1.175, 3.862], [-1.471, 2.858, 4.742], [0.754, 3.165, 3.568], [1.239, 1.871, 1.584], [4.063, 0.796, 0.855], [5.831, 0.335, -0.203], [5.878, 0.449, -1.584], [7.049, 0.092, -2.236], [8.145, -0.357, -1.614], [8.085, -0.445, -0.285], [6.962, -0.113, 0.461], [2.767, 0.064, -0.710], [1.482, 1.321, -1.069], [0.931, 1.008, -2.804], [-0.270, 1.600, -3.202], [-0.686, 1.536, -4.523], [0.098, 0.878, -5.462], [1.307, 0.308, -5.081], [1.724, 0.383, -3.759], [2.312, 2.933, -1.387], [2.863, 3.247, -2.626], [3.629, 4.396, -2.781], [3.845, 5.250, -1.708], [3.272, 4.961, -0.477], [2.512, 3.812, -0.322], [1.891, -1.273, 0.185], [1.142, -2.476, -1.017], [0.161, -3.309, -0.473], [-0.399, -4.332, -1.228], [0.036, -4.541, -2.526], [1.055, -3.750, -3.057], [1.604, -2.726, -2.307], [3.197, -2.442, 0.739], [4.238, -2.761, -0.131], [5.252, -3.610, 0.288], [5.229, -4.149, 1.572], [4.184, -3.843, 2.432], [3.170, -2.988, 2.016], [5.014, 0.793, -2.140], [7.115, 0.171, -3.317], [8.978, -0.811, 0.211], [6.974, -0.225, 1.540], [-0.875, 2.116, -2.470], [-1.623, 1.990, -4.820], [-0.227, 0.820, -6.494], [1.932, -0.182, -5.819], [2.685, -0.009, -3.458], [2.699, 2.605, -3.483], [4.066, 4.616, -3.748], [4.449, 6.141, -1.832], [3.433, 5.618, 0.368], [2.058, 3.608, 0.639], [-0.155, -3.166, 0.551], [-1.181, -4.953, -0.806], [-0.412, -5.325, -3.126], [1.423, -3.940, -4.058], [2.397, -2.119, -2.715], [4.267, -2.322, -1.121], [6.068, -3.843, -0.387], [6.026, -4.806, 1.899], [4.164, -4.259, 3.433], [2.359, -2.740, 2.690]],
  "mulliken_charge": [-0.7798, -0.8140, -0.0175, 0.2497, -0.2298, -1.4001, 1.1363, -1.0797, 1.1769, -1.2175, -0.3217, -1.1619, 0.1459, 0.4799, 0.3456, 0.2138, 0.2706, 0.3719, 0.4461, 0.4081, 0.4881, 0.1677, 0.3315, 0.2074, -0.0038, -0.4679, -0.6477, -0.3754, -0.4201, -0.9834, 0.8984, 1.1971, -1.0323, -0.5141, -0.7474, -0.8235, -0.2551, 0.7391, -0.5243, -0.7750, -0.5633, -0.7457, 0.1122, 1.1533, 0.8153, -0.3835, -0.8903, -0.5086, -0.8251, -0.4338, 0.9146, -0.3805, -0.6832, -0.5890, -0.6526, -0.3683, 0.3341, 0.3769, 0.3712, 0.3640, 0.3091, 0.4377, 0.3776, 0.4398, 0.4063, 0.2848, 0.4284, 0.3892, 0.4364, 0.3257, 0.4741, 0.5180, 0.4006, 0.4462, 0.2207, 0.2771, 0.4565, 0.4062, 0.4136, 0.4524],
  "e_tot_ev": -116539.918,
  "multiplicity": 1,
  "homo_lumo_gap_ev": [6.07, 6.08],
  "e_above_lowest_kj_mol": 155.5,
  "homo_ev": [-6.8, -6.8]
}